# 1
Computed, not measured: a cluster of 5 separate species, C18H48N2O7 in total in a non-equilibrium geometry, with the ωB97M-V functional and the def2-TZVPD basis.

```
75
Properties=species:S:1:pos:R:3:lowdin_charge:R:1
C 1.48 -2.61 2.31 -0.11
O 2.26 -1.94 3.26 -0.19
C 2.82 -0.74 2.78 -0.24
C 3.56 -0.05 3.89 -0.21
N 4.84 -0.70 4.18 -0.05
C 4.76 -1.90 5.03 -0.22
C 6.11 -2.14 5.65 -0.23
O 6.60 -1.04 6.39 -0.20
C 5.79 -0.71 7.51 -0.11
H 0.65 -3.11 2.83 0.09
H 2.06 -3.35 1.75 0.09
H 1.00 -1.92 1.61 0.08
H 2.02 -0.09 2.39 0.12
H 3.51 -0.93 1.94 0.12
H 2.91 0.02 4.77 0.12
H 3.82 0.95 3.54 0.12
H 5.46 -0.04 4.63 0.10
H 4.53 -2.75 4.39 0.12
H 3.97 -1.82 5.78 0.11
H 6.83 -2.33 4.85 0.13
H 6.09 -3.03 6.30 0.12
H 5.04 0.05 7.25 0.09
H 6.44 -0.25 8.26 0.09
H 5.29 -1.59 7.92 0.09
C 0.06 -1.91 -1.62 -0.11
O -1.03 -1.67 -2.47 -0.20
C -0.79 -0.72 -3.49 -0.21
C -1.56 0.55 -3.25 -0.20
N -0.82 1.48 -2.39 -0.04
C -1.61 2.63 -1.96 -0.21
C -2.92 2.32 -1.27 -0.28
O -2.68 1.53 -0.14 -0.18
C -3.86 1.32 0.62 -0.10
H -0.33 -2.34 -0.70 0.09
H 0.60 -1.00 -1.32 0.07
H 0.75 -2.66 -2.02 0.09
H -1.12 -1.16 -4.44 0.12
H 0.29 -0.57 -3.62 0.12
H -2.50 0.26 -2.79 0.09
H -1.78 1.07 -4.19 0.12
H -0.53 0.97 -1.56 0.09
H -1.78 3.32 -2.79 0.11
H -0.97 3.20 -1.27 0.12
H -3.62 1.85 -1.98 0.11
H -3.43 3.26 -1.01 0.13
H -3.59 0.73 1.49 0.09
H -4.62 0.80 0.03 0.07
H -4.26 2.28 0.98 0.09
C -5.66 -1.90 -0.90 -0.09
C -4.35 -2.09 -1.64 -0.36
O -3.56 -3.13 -1.15 -0.06
H -6.24 -1.16 -1.46 0.07
H -5.54 -1.55 0.13 0.06
H -6.23 -2.83 -0.92 0.07
H -3.82 -1.13 -1.64 0.09
H -4.66 -2.26 -2.69 0.11
H -2.78 -3.12 -1.72 0.07
C 3.18 0.64 -0.91 -0.09
C 4.15 -0.48 -1.19 -0.32
O 3.42 -1.70 -1.31 -0.09
H 2.45 0.73 -1.72 0.07
H 3.71 1.59 -0.86 0.08
H 2.67 0.47 0.04 0.05
H 4.86 -0.56 -0.36 0.11
H 4.74 -0.27 -2.09 0.11
H 3.97 -2.33 -1.78 0.08
C -4.77 3.82 -4.22 -0.10
C -5.28 4.09 -5.61 -0.33
O -5.52 5.49 -5.73 -0.08
H -3.95 4.47 -3.92 0.07
H -4.35 2.81 -4.16 0.06
H -5.58 3.89 -3.49 0.08
H -6.20 3.53 -5.79 0.11
H -4.55 3.76 -6.36 0.11
H -5.88 5.66 -6.61 0.08
```

* SMILES string: COCCNCCOC.COCCNCCOC.CCO.CCO.CCO
* lowest unoccupied orbital energy: 0.7 eV
* HOMO: -8.773 eV
* largest force on an atom: 1.45 eV/Å
* ΔE to the lowest compared entry with this formula, charge and spin: 192.5 kJ/mol
* Kohn-Sham gap: 0.347 Eh

# 2
Computed, not measured: a cluster of 4 separate species, C18H48N3O7 in total in a non-equilibrium geometry, with the ωB97M-V functional and the def2-TZVPD basis.

```
76
Properties=species:S:1:pos:R:3:lowdin_charge:R:1
O -0.48 0.16 0.11 0.12
H -0.22 0.13 1.07 0.11
H -0.90 0.95 -0.25 0.06
H -0.94 -0.76 -0.23 0.16
C -2.79 1.59 2.66 -0.26
O -2.05 1.88 1.73 -0.22
C -1.75 3.26 1.54 -0.10
C -0.62 3.17 0.51 -0.23
N -1.16 2.72 -0.73 -0.12
C -0.14 2.78 -1.79 -0.18
C -0.73 2.21 -3.13 -0.13
O 0.30 2.06 -4.18 -0.15
C 0.29 3.07 -5.07 -0.16
H -2.16 1.71 3.59 0.12
H -3.17 0.48 2.59 0.12
H -3.76 2.15 2.51 0.12
H -1.33 3.65 2.46 0.13
H -2.69 3.68 1.44 0.11
H 0.32 2.57 0.66 0.13
H -0.17 4.11 0.55 0.10
H -2.04 3.40 -0.82 0.20
H 0.80 2.34 -1.63 0.10
H -0.11 3.93 -1.76 0.15
H -1.54 3.00 -3.43 0.16
H -0.97 1.23 -2.87 0.08
H -0.49 2.93 -5.69 0.07
H 1.06 3.14 -5.71 0.06
H 0.45 4.07 -4.68 0.11
C 2.54 -6.06 -0.69 -0.20
O 1.75 -5.15 -0.25 -0.18
C 1.04 -4.43 -1.24 -0.17
C 0.31 -3.26 -0.50 -0.19
N -0.43 -2.26 -1.19 -0.11
C -1.72 -2.73 -1.69 -0.11
C -2.49 -1.37 -2.04 -0.17
O -2.72 -0.79 -0.78 -0.24
C -4.08 -0.71 -0.52 -0.09
H 3.22 -5.46 -1.43 0.13
H 2.08 -7.02 -1.12 0.12
H 3.10 -6.25 0.14 0.06
H 0.38 -5.11 -1.77 0.12
H 1.70 -3.94 -2.05 0.15
H 1.05 -2.65 0.05 0.13
H -0.41 -3.60 0.18 0.10
H 0.13 -1.80 -1.89 0.14
H -2.26 -3.25 -0.92 0.12
H -1.50 -3.33 -2.55 0.12
H -3.21 -1.72 -2.64 0.10
H -1.88 -0.94 -2.60 0.04
H -4.69 -1.74 -0.49 0.14
H -4.47 -0.20 -1.46 0.12
H -4.15 -0.21 0.48 0.09
C -1.65 -2.00 2.53 -0.18
O -0.71 -1.16 2.30 -0.21
C 0.22 -1.17 3.38 -0.16
C 1.10 0.07 3.31 -0.26
N 1.88 0.05 2.14 -0.08
C 2.66 1.30 2.13 -0.22
C 3.47 1.47 0.93 -0.27
O 4.47 2.46 1.02 -0.18
C 5.11 2.94 -0.13 -0.05
H -1.37 -2.93 2.85 0.08
H -2.21 -2.11 1.54 0.13
H -2.24 -1.62 3.18 0.03
H 0.72 -2.14 3.20 0.14
H -0.26 -1.43 4.35 0.14
H 1.70 0.08 4.18 0.10
H 0.37 1.06 3.57 0.19
H 2.43 -0.88 2.02 0.18
H 3.37 1.08 2.99 0.14
H 2.01 2.36 2.34 0.19
H 2.86 1.59 0.08 0.09
H 4.02 0.55 0.62 0.14
H 4.35 3.08 -1.02 0.15
H 5.83 2.13 -0.29 0.11
H 5.54 3.57 0.28 -0.04
```

* net charge: +1
* lowest unoccupied orbital energy: -1.7 eV
* HOMO: -11.780 eV
* largest force on an atom: 16.50 eV/Å
* ΔE to the lowest compared entry with this formula, charge and spin: 301.1 kJ/mol
* Kohn-Sham gap: 0.369 Eh

# 3
Computed, not measured: a cluster of 9 separate species, C18H48N7O9 in total in a non-equilibrium geometry, with the ωB97M-V functional and the def2-TZVPD basis.

```
82
Properties=species:S:1:pos:R:3:lowdin_charge:R:1
C -12.59 -3.50 25.96 0.02
C -13.60 -3.63 27.05 -0.37
O -13.60 -4.26 28.04 0.24
N -14.90 -2.81 26.65 0.07
H -14.71 -1.83 26.87 0.19
H -14.95 -2.79 25.63 0.16
C -16.16 -3.36 27.28 0.02
H -12.58 -4.38 25.30 0.11
H -11.62 -3.40 26.48 0.12
H -12.61 -2.59 25.36 0.09
H -15.93 -4.35 27.67 0.09
H -16.97 -3.45 26.50 0.12
H -16.51 -2.72 28.11 0.12
C -5.61 -4.57 17.40 0.02
C -5.18 -3.14 16.89 -0.53
O -4.80 -3.07 15.71 -0.01
N -5.07 -2.17 17.81 0.05
H -4.41 -1.49 17.42 0.11
H -2.20 -4.87 10.94 0.50
C -5.83 -1.68 19.07 0.04
H -4.79 -4.84 18.02 0.09
H -5.80 -5.31 16.64 0.07
H -6.46 -4.38 18.05 0.04
H -4.95 -1.44 19.63 0.09
H -6.37 -2.53 19.40 0.07
H -6.44 -0.81 18.80 0.10
C -3.81 -2.87 12.84 0.02
C -4.42 -4.14 12.60 -0.43
O -5.24 -4.34 11.78 0.20
N -4.16 -5.26 13.73 0.08
H -4.61 -5.01 14.61 0.12
H -4.66 -6.10 13.34 0.20
C -2.71 -5.44 13.90 0.00
H -3.22 -2.72 13.68 0.06
H -4.63 -2.19 12.97 0.12
H -3.44 -2.60 11.81 0.15
H -2.25 -4.58 14.39 0.11
H -2.30 -5.67 12.96 0.05
H -2.69 -6.29 14.61 0.13
C -14.07 -6.74 16.58 0.04
C -12.73 -6.40 16.11 -0.39
O -12.02 -6.90 15.30 0.18
N -12.18 -5.01 16.50 0.04
H -11.18 -5.18 16.66 0.13
H -11.97 -4.47 15.65 0.15
C -12.75 -4.22 17.63 0.00
H -14.44 -7.68 16.17 0.12
H -14.64 -5.91 16.11 0.13
H -14.17 -6.60 17.67 0.11
H -12.26 -3.20 17.74 0.13
H -12.51 -4.74 18.56 0.10
H -13.84 -4.21 17.55 0.10
C 3.59 -1.03 18.80 0.04
C 2.29 -0.76 19.48 -0.41
O 2.01 0.25 19.98 0.24
N 1.36 -1.99 19.39 0.07
H 0.40 -1.75 19.09 0.09
H 1.98 -2.63 18.72 0.21
C 1.56 -2.77 20.71 0.05
H 3.75 -0.42 17.94 0.11
H 3.75 -2.03 18.41 0.09
H 4.42 -0.74 19.39 0.11
H 1.64 -2.07 21.55 0.11
H 2.52 -3.27 20.66 0.11
H 0.71 -3.41 20.77 0.09
C -8.75 -3.41 17.12 0.02
C -9.06 -3.77 15.68 -0.45
O -10.24 -4.03 15.22 -0.06
N -8.09 -3.72 14.77 0.06
H -7.13 -3.44 14.98 0.12
H -7.64 -11.09 13.64 0.68
C -8.51 -4.47 13.55 -0.03
H -8.90 -4.29 17.76 0.09
H -9.40 -2.61 17.54 0.10
H -7.69 -3.02 17.21 0.06
H -7.71 -4.48 12.77 0.08
H -9.43 -3.99 13.16 0.11
H -8.68 -5.49 13.75 0.07
N -1.17 -1.28 17.10 -0.56
O -1.07 -1.49 18.36 0.09
O -0.14 -1.29 16.45 0.20
O -2.23 -1.11 16.64 0.20
```

* net charge: +5
* lowest unoccupied orbital energy: -18.0 eV
* HOMO: -19.339 eV
* largest force on an atom: 4.19 eV/Å
* ΔE to the lowest compared entry with this formula, charge and spin: 1766.4 kJ/mol
* Kohn-Sham gap: 0.048 Eh

# 4
Computed, not measured: a structure of composition C18H49N6O7PS2Si2 in a non-equilibrium geometry, with the ωB97M-V functional and the def2-TZVPD basis.

```
85
Properties=species:S:1:pos:R:3:lowdin_charge:R:1
Si 2.35 -2.52 -3.87 0.53
O 0.83 -2.11 -4.53 -0.54
Si -0.36 -1.82 -3.35 0.03
S -1.03 0.22 -3.63 0.42
P -2.13 -3.11 -3.89 0.17
S -3.75 -2.53 -2.94 0.05
H 3.39 -2.15 -4.86 -0.05
H 2.64 -1.79 -2.63 -0.06
H 2.50 -3.97 -3.63 -0.05
H 0.09 -2.06 -1.98 -0.03
H -1.43 0.13 -4.94 -0.17
H -2.32 -2.92 -5.30 -0.05
H -1.77 -4.46 -3.63 -0.05
C 0.67 -0.19 0.58 -0.36
O 0.03 -0.82 -0.24 -0.06
N 0.93 1.13 0.51 -0.17
C 1.70 1.81 1.53 -0.05
C 0.41 1.87 -0.62 -0.04
H 1.11 -0.66 1.47 0.14
H 1.10 2.59 1.98 0.07
H 2.60 2.25 1.08 0.08
H 2.01 1.11 2.30 0.08
H -0.68 1.81 -0.65 0.09
H 0.80 1.45 -1.55 0.05
H 0.71 2.92 -0.54 0.10
C -7.13 -1.04 -2.97 -0.36
O -7.58 -0.42 -2.03 0.01
N -7.84 -1.36 -4.08 -0.20
C -7.24 -2.10 -5.17 -0.06
C -9.22 -0.94 -4.17 -0.05
H -6.09 -1.40 -3.01 0.04
H -7.28 -1.50 -6.09 0.09
H -7.79 -3.03 -5.33 0.09
H -6.20 -2.33 -4.94 0.06
H -9.29 0.15 -4.10 0.09
H -9.79 -1.37 -3.35 0.09
H -9.65 -1.27 -5.12 0.08
C -1.52 1.72 4.13 -0.36
O -0.53 2.04 3.50 0.00
N -2.57 1.06 3.63 -0.18
C -3.72 0.71 4.44 -0.05
C -2.56 0.68 2.22 -0.02
H -1.63 1.97 5.20 0.12
H -3.85 -0.37 4.46 0.09
H -4.62 1.18 4.03 0.09
H -3.59 1.07 5.46 0.08
H -1.70 0.03 2.02 0.08
H -2.46 1.57 1.60 0.10
H -3.47 0.15 1.97 0.09
C 4.78 -2.74 -0.76 -0.36
O 4.91 -2.77 -1.96 -0.04
N 4.87 -1.62 -0.01 -0.18
C 4.70 -1.64 1.43 -0.04
C 5.15 -0.36 -0.67 -0.04
H 4.55 -3.64 -0.17 0.14
H 3.86 -1.00 1.72 0.08
H 5.60 -1.29 1.92 0.09
H 4.49 -2.66 1.77 0.08
H 4.37 -0.14 -1.40 0.06
H 6.11 -0.42 -1.19 0.10
H 5.19 0.44 0.07 0.09
C 1.40 0.33 5.83 -0.34
O 2.40 -0.03 5.25 0.01
N 1.14 0.07 7.13 -0.20
C -0.08 0.53 7.77 -0.05
C 2.10 -0.68 7.90 -0.04
H 0.62 0.91 5.32 0.11
H 0.17 1.19 8.61 0.09
H -0.65 -0.33 8.14 0.09
H -0.70 1.08 7.07 0.06
H 3.06 -0.16 7.91 0.09
H 2.25 -1.66 7.45 0.09
H 1.75 -0.81 8.92 0.08
C 3.92 2.49 -1.69 -0.38
O 4.59 3.03 -0.84 0.02
N 3.75 2.94 -2.95 -0.19
C 2.93 2.23 -3.91 -0.05
C 4.41 4.17 -3.34 -0.04
H 3.37 1.55 -1.49 0.10
H 3.54 1.94 -4.77 0.09
H 2.11 2.88 -4.25 0.09
H 2.50 1.34 -3.46 0.07
H 5.49 4.06 -3.23 0.09
H 4.08 4.99 -2.71 0.09
H 4.18 4.40 -4.38 0.09
```

* lowest unoccupied orbital energy: 0.5 eV
* HOMO: -8.303 eV
* largest force on an atom: 2.10 eV/Å
* Kohn-Sham gap: 0.322 Eh

# 5
Computed, not measured: a cluster of 5 separate species, C18H50N4O5 in total in a non-equilibrium geometry, with the ωB97M-V functional and the def2-TZVPD basis.

```
77
Properties=species:S:1:pos:R:3:lowdin_charge:R:1
C -9.24 -5.31 2.91 -0.07
C -9.22 -6.54 3.80 -0.43
C -7.84 -6.80 4.33 -0.21
O -7.17 -7.48 3.29 -0.18
C -5.91 -8.03 3.52 -0.13
N -10.23 -6.34 4.86 0.03
H -10.24 -5.09 2.53 0.06
H -8.66 -5.54 2.01 0.08
H -8.85 -4.39 3.34 0.08
H -9.54 -7.42 3.24 0.14
H -7.89 -7.38 5.26 0.13
H -7.29 -5.90 4.64 0.13
H -5.56 -8.78 2.81 0.08
H -5.79 -8.54 4.49 0.08
H -5.13 -7.26 3.59 0.08
H -10.39 -7.16 5.43 0.07
H -11.06 -6.00 4.42 0.06
C -13.71 -3.84 -2.20 -0.07
C -12.24 -3.55 -1.87 -0.45
C -11.40 -4.46 -2.76 -0.20
O -10.01 -4.49 -2.44 -0.19
C -9.74 -5.20 -1.26 -0.14
N -11.96 -2.16 -2.14 0.06
H -13.97 -4.86 -1.90 0.07
H -13.83 -3.91 -3.29 0.08
H -14.40 -3.09 -1.81 0.06
H -12.06 -3.84 -0.82 0.11
H -11.35 -4.11 -3.80 0.13
H -11.83 -5.47 -2.86 0.12
H -10.17 -4.76 -0.35 0.06
H -8.66 -5.25 -1.10 0.09
H -10.13 -6.22 -1.34 0.09
H -12.01 -1.57 -1.31 0.04
H -10.95 -2.08 -2.29 0.04
C -12.40 2.47 -0.49 -0.04
C -13.75 2.06 0.13 -0.42
C -14.53 1.06 -0.68 -0.22
O -15.84 0.99 -0.16 -0.18
C -16.57 -0.12 -0.62 -0.10
N -13.62 1.62 1.52 0.04
H -12.67 2.88 -1.46 0.08
H -11.76 1.60 -0.58 0.06
H -11.90 3.24 0.11 0.08
H -14.32 3.00 0.18 0.13
H -14.03 0.09 -0.80 0.12
H -14.49 1.38 -1.73 0.13
H -17.52 -0.10 -0.07 0.09
H -16.10 -1.04 -0.26 0.08
H -16.75 -0.15 -1.70 0.09
H -13.76 2.33 2.23 0.08
H -14.37 0.97 1.76 0.07
C -7.50 -1.08 -2.33 -0.06
C -8.25 -0.72 -1.04 -0.43
C -8.79 0.68 -0.98 -0.20
O -9.26 0.99 0.31 -0.20
C -8.30 1.50 1.20 -0.10
N -9.21 -1.79 -0.77 0.07
H -8.22 -1.09 -3.15 0.08
H -7.01 -2.05 -2.30 0.07
H -6.74 -0.34 -2.57 0.07
H -7.51 -0.76 -0.23 0.13
H -9.58 0.85 -1.73 0.13
H -8.03 1.42 -1.28 0.13
H -8.66 1.38 2.22 0.09
H -8.09 2.54 0.92 0.09
H -7.33 0.99 1.12 0.08
H -8.77 -2.68 -0.55 0.07
H -9.74 -1.54 0.06 0.05
C -11.47 -1.84 3.05 -0.08
C -11.84 -2.11 1.61 -0.31
O -11.80 -0.92 0.83 -0.12
H -11.27 -2.79 3.56 0.06
H -12.12 -1.30 3.74 0.07
H -10.59 -1.20 3.04 0.08
H -12.84 -2.54 1.48 0.11
H -11.13 -2.85 1.26 0.09
H -12.25 -0.20 1.30 0.05
```

* SMILES string: COC[C@H](C)N.COC[C@H](C)N.COC[C@H](C)N.COC[C@H](C)N.CCO
* lowest unoccupied orbital energy: 0.7 eV
* HOMO: -8.414 eV
* largest force on an atom: 2.45 eV/Å
* ΔE to the lowest compared entry with this formula, charge and spin: 63.5 kJ/mol
* Kohn-Sham gap: 0.335 Eh

# 6
Computed, not measured: a cluster of 3 separate species, C18H51BN7O4P2 in total in a non-equilibrium geometry, with the ωB97M-V functional and the def2-TZVPD basis.

```
83
Properties=species:S:1:pos:R:3:lowdin_charge:R:1
C -0.88 3.67 2.66 0.00
O 0.20 4.51 2.20 0.10
B 0.72 4.20 1.01 -0.67
O 0.04 3.55 0.02 0.22
N 2.18 4.67 0.81 0.06
C 3.12 3.94 1.76 -0.07
C 3.72 2.66 1.19 -0.15
C 4.14 2.71 -0.27 -0.17
C 2.99 3.27 -1.11 -0.16
C 2.64 4.65 -0.63 -0.10
H -1.05 3.85 3.71 0.10
H -0.60 2.63 2.52 0.09
H -1.80 3.87 2.13 0.10
H 0.25 2.61 -0.04 0.13
H 2.18 5.64 1.10 0.19
H 2.52 3.68 2.63 0.13
H 3.88 4.64 2.12 0.14
H 3.04 1.82 1.38 0.12
H 4.61 2.46 1.79 0.13
H 4.31 1.68 -0.58 0.10
H 5.04 3.31 -0.44 0.13
H 3.29 3.32 -2.16 0.13
H 2.17 2.56 -1.04 0.11
H 1.84 5.08 -1.24 0.14
H 3.50 5.32 -0.72 0.14
O 4.03 -0.27 -2.51 -0.31
P 2.97 -1.08 -3.18 0.63
N 2.28 -1.82 -1.78 -0.32
C 2.06 -3.22 -1.47 -0.12
C 1.85 -0.91 -0.74 -0.14
N 3.89 -2.09 -4.20 -0.32
C 3.80 -3.53 -4.17 -0.13
C 5.27 -1.66 -4.45 -0.13
N 1.58 -1.19 -4.10 -0.30
C 0.25 -1.50 -3.61 -0.10
C 1.65 -1.12 -5.56 -0.11
H 1.01 -3.42 -1.24 0.08
H 2.65 -3.51 -0.59 0.09
H 2.33 -3.88 -2.28 0.05
H 0.96 -0.33 -1.04 0.06
H 2.64 -0.21 -0.48 0.05
H 1.58 -1.46 0.16 0.09
H 4.25 -3.96 -3.27 0.09
H 4.33 -3.95 -5.04 0.09
H 2.77 -3.87 -4.27 0.07
H 5.94 -1.94 -3.62 0.09
H 5.33 -0.59 -4.59 0.07
H 5.63 -2.14 -5.36 0.08
H 0.08 -2.58 -3.63 0.09
H -0.50 -1.04 -4.25 0.08
H 0.07 -1.13 -2.61 0.06
H 1.63 -2.12 -6.00 0.09
H 2.56 -0.62 -5.90 0.08
H 0.81 -0.55 -5.96 0.08
O -2.34 -2.35 2.99 -0.30
P -3.71 -1.82 2.87 0.61
N -3.90 -1.54 1.20 -0.32
C -4.32 -0.36 0.49 -0.13
C -3.60 -2.68 0.34 -0.12
N -3.62 -0.41 3.86 -0.31
C -4.04 0.89 3.41 -0.15
C -2.42 -0.29 4.68 -0.14
N -5.30 -2.13 3.25 -0.30
C -6.36 -2.39 2.29 -0.09
C -5.77 -2.03 4.63 -0.11
H -5.19 -0.56 -0.15 0.09
H -3.52 0.01 -0.16 0.08
H -4.61 0.45 1.14 0.04
H -4.34 -3.48 0.43 0.07
H -2.62 -3.10 0.58 0.07
H -3.59 -2.37 -0.70 0.08
H -3.36 1.29 2.64 0.07
H -4.05 1.59 4.25 0.08
H -5.06 0.89 3.03 0.08
H -1.55 0.07 4.11 0.07
H -2.15 -1.24 5.12 0.07
H -2.62 0.41 5.49 0.08
H -6.85 -1.46 1.99 0.09
H -7.12 -3.04 2.74 0.08
H -6.01 -2.91 1.41 0.06
H -6.26 -1.06 4.80 0.09
H -4.95 -2.12 5.34 0.08
H -6.48 -2.82 4.85 0.08
```

* net charge: +1
* lowest unoccupied orbital energy: -2.7 eV
* HOMO: -10.261 eV
* largest force on an atom: 4.88 eV/Å
* ΔE to the lowest compared entry with this formula, charge and spin: 57.4 kJ/mol
* Kohn-Sham gap: 0.279 Eh

lowest unoccupied orbital energy of number 1 (C18H48N2O7)?
0.7 eV

What is the formula in the fourth record?
C18H49N6O7PS2Si2

What is the HOMO in the first record?
-8.773 eV